1.
This record from OMol25 describes a structure of composition C25H61N4Na2O11 in a non-equilibrium geometry. The level of theory is the ωB97M-V functional and the def2-TZVPD basis.

Computed properties:
Net charge = +1
Energy above the lowest of the compared OMol25 structures with the same formula, charge and spin = 4.9364 eV

The geometry in XYZ format:
```
103
Properties=species:S:1:pos:R:3:forces:R:3:mulliken_charge:R:1
Na -4.481 -16.065 5.330 0.4 0.5 0.8 0.908
Na -6.438 -13.493 4.904 0.1 1.3 0.9 0.785
O -4.721 -13.960 6.721 0.4 -1.4 -0.5 -0.862
O -5.077 -11.838 6.283 -0.6 0.6 -1.2 -0.058
O -4.827 -9.441 8.645 0.3 -0.1 -0.3 -0.230
O -0.565 -5.431 1.618 -0.9 -0.2 1.5 -0.223
O -10.572 -12.764 1.434 1.1 -2.1 -0.8 -0.261
O -6.421 -8.506 2.339 -0.1 0.2 0.0 -0.463
O -3.977 -10.661 0.198 0.0 -1.1 2.6 -0.384
O -3.741 -12.319 7.911 1.0 -0.4 0.8 -0.560
O -8.715 -12.396 6.062 0.8 -0.1 -0.8 -0.429
O -2.717 -7.947 5.111 -0.2 -0.9 -1.1 -0.165
O -3.457 -15.325 0.222 0.6 -1.1 0.0 -0.293
N -6.247 -8.721 5.954 -0.9 0.7 1.4 0.094
N -7.843 -12.690 3.031 -0.6 0.4 -0.8 0.022
N -4.204 -13.143 1.886 -1.2 0.9 1.9 0.169
N -1.025 -5.606 4.503 -0.9 1.0 0.5 -0.411
C -2.163 -7.124 6.077 -0.9 1.4 -0.2 -0.608
C 0.024 -5.241 0.375 0.3 0.1 -0.3 -0.722
C -5.909 -7.790 7.073 0.8 -2.1 -0.2 -0.142
C -2.905 -9.268 5.564 -0.5 0.4 -1.5 -0.186
C -4.854 -10.270 9.821 -0.9 0.1 -0.5 -0.912
C -3.624 -10.675 1.641 -1.6 -0.2 -0.9 -0.974
C -1.071 -4.309 3.826 0.9 -0.7 -1.2 -0.738
C -3.503 -9.551 -0.499 0.5 0.0 -0.2 -0.843
C -6.688 -9.076 3.588 1.1 1.5 0.8 0.737
C -8.118 -12.788 1.579 0.1 -0.9 -0.1 -0.724
C -2.191 -5.724 5.415 1.6 -0.9 0.3 -0.817
C -9.373 -13.603 1.209 -0.3 1.4 0.6 -0.898
C -4.507 -12.720 6.943 -2.1 -1.5 -1.8 0.448
C -0.229 -4.366 2.523 -0.6 0.2 -0.1 -0.662
C -2.864 -13.659 1.941 1.3 -0.1 -2.5 -0.398
C -8.967 -11.951 3.660 0.9 -0.2 2.1 -0.460
C -2.566 -14.235 0.519 -0.6 -0.7 -0.1 -0.741
C -7.224 -9.006 1.309 0.3 1.0 -0.8 -0.688
C -2.868 -16.260 -0.715 0.5 1.5 0.0 -0.844
C -11.775 -13.471 1.119 -0.1 -0.1 -0.2 -0.866
C -8.486 -11.911 7.377 0.2 0.6 0.3 -0.464
C -8.526 -11.404 5.032 -0.6 -0.5 0.1 -0.892
C -4.456 -11.750 2.394 0.6 0.0 -1.7 0.856
C -6.030 -8.125 4.667 -0.8 -1.3 -1.0 -0.463
C -5.897 -8.497 8.446 -0.3 0.3 1.0 -0.974
H -7.279 -13.377 1.210 0.2 0.3 -0.6 0.431
H -8.053 -12.714 7.974 -0.4 0.0 0.1 0.303
H -3.331 -9.802 4.714 0.1 -0.2 -0.2 -0.262
H -3.850 -8.613 -0.066 -0.2 0.2 -0.1 0.293
H -12.626 -12.818 1.310 0.2 0.1 -0.1 0.258
H 0.847 -4.430 2.687 0.1 0.1 0.4 0.381
H -4.970 -7.993 4.448 0.1 0.2 -0.3 -0.156
H -2.156 -4.931 6.162 0.1 0.0 0.0 0.482
H -4.363 -11.649 3.475 0.8 0.1 0.3 -0.031
H -0.230 -6.036 -0.326 -0.4 -0.1 0.3 0.200
H -5.604 -11.051 9.691 -0.3 -0.1 0.0 0.297
H -7.761 -9.177 3.754 -0.2 0.1 0.1 0.427
H -2.413 -9.534 -0.517 0.3 0.1 0.1 0.333
H -5.852 -7.759 9.246 0.6 0.6 -0.1 0.582
H -2.849 -7.113 6.924 0.2 0.0 0.6 0.344
H -2.083 -12.914 2.091 -0.1 0.2 0.3 0.297
H -3.924 -10.823 9.955 0.2 0.6 -0.3 0.283
H -3.823 -9.704 -1.530 -0.2 0.4 0.1 0.279
H 1.109 -5.280 0.467 0.3 0.4 -0.1 0.301
H -0.699 -3.459 4.398 0.6 -0.3 0.5 0.334
H -0.449 -3.412 2.044 0.2 0.2 -0.4 0.434
H -2.795 -14.402 2.736 0.4 -0.3 -0.2 0.256
H -5.105 -9.745 10.742 0.1 0.4 -0.1 0.386
H -6.223 -10.061 3.629 0.0 -0.3 0.2 -0.709
H -1.530 -14.528 0.348 0.3 -0.3 0.5 0.528
H -6.870 -8.900 8.729 -0.3 -0.9 -0.7 0.393
H -1.925 -9.707 5.751 -0.2 -0.3 0.9 0.599
H -6.592 -6.940 7.085 -0.2 -0.2 0.1 0.527
H -4.599 -13.670 2.651 -1.0 -0.4 -0.3 -0.033
H -2.080 -3.956 3.609 -0.5 -0.4 -0.5 0.370
H -7.477 -11.120 4.945 0.1 0.1 0.4 0.135
H -9.388 -11.478 7.808 -0.4 -0.6 0.1 0.395
H -3.590 -16.991 -1.078 0.1 0.0 0.6 0.237
H -4.904 -7.413 6.882 0.2 0.4 0.2 -0.214
H -9.111 -10.521 5.291 0.0 0.1 0.0 0.701
H -3.726 -9.262 6.281 0.7 -0.5 0.9 -0.124
H -11.793 -13.840 0.094 0.1 0.5 -0.4 0.334
H -9.772 -12.670 3.809 -0.5 0.7 -0.2 0.427
H -5.523 -11.574 2.257 0.0 0.1 -0.5 -0.838
H -2.476 -15.736 -1.587 -0.5 0.4 -0.4 0.334
H -3.122 -5.635 4.855 -0.3 0.0 0.1 0.351
H -3.868 -11.389 7.705 0.6 1.4 0.9 0.259
H -3.944 -9.741 2.102 0.2 0.4 -0.1 0.574
H -1.170 -6.285 3.769 0.1 -0.3 -0.1 0.330
H -9.407 -14.540 1.764 -0.3 0.0 0.9 0.371
H -0.331 -4.285 -0.010 0.3 0.2 -0.4 0.304
H -7.809 -11.060 7.447 0.6 -0.1 -0.6 -0.091
H -6.519 -7.152 4.631 -0.1 0.0 -0.1 0.543
H -2.771 -13.527 -0.284 0.0 0.8 0.5 0.295
H -9.219 -11.046 3.108 -0.2 -0.6 -0.6 0.334
H -7.954 -13.674 3.231 -0.4 -0.4 0.7 0.493
H -8.282 -8.774 1.431 -0.3 -0.5 0.6 0.382
H -2.552 -10.801 1.789 0.1 0.0 -0.2 0.618
H -9.194 -14.025 0.221 -0.7 0.8 -0.8 0.615
H -11.955 -14.390 1.678 0.4 0.0 0.7 0.336
H -7.015 -10.055 1.101 -0.1 -0.1 -0.1 0.090
H -5.803 -9.625 6.031 0.3 0.0 0.3 -0.243
H -1.920 -16.639 -0.334 -0.3 -0.8 0.6 0.353
H -1.188 -7.513 6.374 0.3 0.4 0.1 0.453
H -8.149 -11.790 1.142 0.1 -0.2 -0.1 0.067
H -6.974 -8.382 0.451 0.3 -0.4 -0.3 0.385
```
Forces are in eV/Å.

2.
This record from OMol25 describes a cluster of 5 separate species, C25H61N4O11 in total in a non-equilibrium geometry. The level of theory is the ωB97M-V functional and the def2-TZVPD basis.

Computed properties:
Net charge = -1
Energy above the lowest of the compared OMol25 structures with the same formula, charge and spin = 4.5040 eV

The geometry in XYZ format:
```
101
Properties=species:S:1:pos:R:3:forces:R:3:mulliken_charge:R:1
O -0.714 0.442 0.382 0.8 -0.2 1.1 -0.651
O -4.804 2.604 -0.756 -0.2 -6.0 0.2 -0.343
O 3.461 -1.789 -0.652 1.8 -1.1 -1.3 -0.469
O 1.274 -5.148 3.720 -5.8 6.7 6.2 -0.283
O -0.487 -0.974 2.163 0.1 1.3 -1.1 -0.905
O -1.574 -3.836 -1.046 0.9 -2.6 1.3 -0.422
O -1.132 4.194 -2.056 -5.8 4.6 -10.6 -0.192
O 0.560 0.960 2.097 -0.1 5.7 -7.0 -0.553
O -5.266 8.110 -6.427 2.2 -1.5 2.2 -0.334
O 9.255 -6.185 -0.702 -4.9 15.3 3.7 -0.293
O -1.936 0.542 6.680 0.5 -2.8 1.0 -0.336
N 5.938 -4.635 -0.283 0.3 -0.2 -5.5 -0.331
N -2.746 -0.394 -1.297 -2.0 0.8 -0.6 -0.283
N -2.630 6.963 -3.957 -3.1 0.3 0.7 -0.169
N 0.269 -1.711 4.702 -2.5 -0.2 0.4 -0.266
C 2.144 -1.606 -0.267 -0.9 -2.4 -1.6 -0.431
C -3.545 6.891 -5.122 6.1 7.7 0.9 -1.102
C -1.678 5.494 -2.148 3.2 2.6 -1.5 -0.230
C -4.263 8.247 -5.295 -3.9 -0.7 1.5 -0.380
C -1.673 -2.509 -1.418 -1.4 -1.2 -1.5 -0.135
C 3.934 -3.094 -0.329 0.3 0.8 1.3 -0.350
C 5.399 -3.353 -0.852 -0.3 0.2 2.8 -0.544
C -2.138 1.865 7.047 5.1 -1.1 -1.9 -0.817
C -0.914 0.208 5.786 0.8 1.7 -4.0 -0.177
C -4.752 3.863 -0.972 -1.2 5.8 1.9 -0.528
C -3.679 1.779 -1.225 -2.0 0.2 10.6 -0.474
C -1.964 5.778 -3.659 2.3 -1.4 -0.5 -1.010
C -5.960 9.261 -6.815 3.7 1.5 7.3 -0.715
C -0.651 3.806 -1.001 4.7 -4.7 5.6 -1.054
C 9.680 -7.281 -0.864 -5.7 -12.4 0.6 -0.921
C 0.389 -3.229 4.818 0.4 1.4 -0.5 -0.391
C -1.215 -4.194 0.341 -1.5 -1.9 -3.3 -0.583
C -0.257 0.112 1.503 -2.6 -2.2 -2.3 0.556
C 7.369 -4.737 -0.652 -2.2 -0.2 -1.5 -0.711
C -2.846 -1.794 -0.870 -2.4 2.8 -0.1 -0.423
C 1.919 -5.668 2.817 0.2 -9.1 0.0 -1.678
C -4.043 0.379 -0.938 2.2 -2.0 1.9 -0.603
C 7.955 -5.934 -0.039 1.7 -1.3 -2.6 -0.479
C -0.825 -1.289 5.609 -1.2 0.3 -2.6 -0.763
C 1.247 -3.682 3.570 0.6 -1.0 1.7 0.656
H 8.893 -7.851 -1.447 1.3 -0.6 -1.1 0.262
H -1.249 5.553 -4.525 0.7 0.3 1.7 0.365
H -2.499 4.921 -3.792 -2.8 -2.1 -0.9 0.486
H 5.510 -3.315 -1.954 -0.2 -0.1 0.7 0.312
H -6.507 9.670 -5.877 0.7 -0.1 -1.5 0.238
H -3.747 9.203 -5.391 0.6 -0.4 -0.2 0.357
H 7.444 -6.811 -0.458 -0.9 -0.1 1.5 0.330
H 10.576 -7.237 -1.088 8.6 -0.3 -3.6 0.424
H 7.861 -3.886 -0.312 1.3 1.8 0.4 0.346
H -0.167 -1.323 3.797 1.4 -1.6 0.4 0.311
H -3.964 -1.996 -1.173 2.3 -1.0 -0.2 0.154
H 1.962 -0.614 -0.434 -0.9 2.6 -0.3 0.245
H 1.583 -6.732 2.695 0.8 0.1 0.4 0.300
H -4.180 6.213 -5.206 -6.0 -6.1 1.0 0.681
H -2.796 2.113 -0.659 -0.1 -0.4 -0.3 -0.121
H -1.219 0.676 4.756 0.5 -0.6 1.3 0.125
H -0.429 -3.714 0.725 4.6 1.6 0.3 -0.083
H 1.408 -2.214 -0.941 1.1 0.7 1.4 0.169
H 2.862 -5.583 2.985 7.1 -0.5 1.4 0.697
H 2.286 -3.242 3.484 -0.6 -0.6 0.8 0.192
H -0.647 -1.567 6.537 1.4 -1.9 4.6 0.669
H 0.652 0.530 2.812 2.0 -4.3 9.1 0.276
H -0.358 2.749 -1.188 0.7 0.4 0.5 0.289
H -0.553 -3.853 4.636 0.7 1.1 0.7 0.236
H -6.598 8.930 -7.438 -4.6 -1.7 -4.9 0.300
H -1.956 7.681 -4.044 0.4 1.0 -0.5 0.239
H -1.366 3.652 -0.283 -1.6 0.3 3.0 0.418
H -0.839 6.312 -1.846 -1.9 -1.8 0.2 0.232
H 6.012 -4.643 0.647 -0.9 0.6 4.7 0.233
H 3.241 -3.875 -0.569 -0.5 -0.6 -1.2 0.423
H -2.943 -1.802 0.192 0.5 -0.4 1.3 0.209
H 9.685 -7.954 -0.029 0.1 -0.6 1.8 0.348
H -4.109 4.366 -0.214 0.1 0.2 -0.1 0.244
H -4.985 0.060 -1.399 0.6 -0.2 -1.0 0.398
H 3.769 -3.106 0.789 1.3 -0.4 -0.4 0.090
H -1.095 2.221 7.269 -1.1 0.4 1.4 0.299
H -5.804 4.294 -0.742 1.5 -0.4 -0.7 0.280
H -1.095 -5.316 0.476 -0.6 1.6 -0.4 0.265
H 1.928 -5.438 1.918 -1.5 3.7 -8.9 0.755
H -2.664 5.690 -1.707 0.5 -0.3 0.7 0.168
H 0.181 4.432 -0.780 1.2 0.3 1.5 0.428
H -2.258 2.314 6.136 -1.4 2.2 -2.3 0.363
H -4.870 8.325 -4.198 1.2 0.1 -2.9 0.216
H -1.821 -1.815 5.437 0.8 1.0 -0.5 0.284
H 2.070 -1.810 0.773 -0.7 -0.4 1.1 0.206
H -0.745 -2.033 -1.498 1.6 1.5 1.5 0.001
H -5.193 9.902 -7.154 0.2 1.6 -0.8 0.301
H -1.820 -3.665 0.971 -3.1 0.3 1.9 0.546
H -2.936 1.861 7.669 -2.0 0.7 2.3 0.272
H 6.031 -2.590 -0.337 -0.4 0.3 -1.0 0.321
H -4.382 4.252 -1.898 0.0 -0.1 -1.3 0.121
H -1.858 0.070 -0.988 -1.5 -0.5 0.4 0.482
H 0.239 0.570 5.842 -2.5 -0.3 1.1 0.223
H -2.941 6.632 -5.928 1.4 0.1 -2.3 0.464
H 0.886 -3.481 2.547 -0.9 0.3 0.7 -0.615
H -4.356 0.180 0.159 1.0 0.7 -1.1 0.268
H 7.414 -4.773 -1.726 0.3 -0.1 -0.5 0.436
H 8.027 -5.627 0.997 0.3 -1.5 0.7 0.272
H 0.790 -3.416 5.986 -0.6 0.0 -3.5 0.193
H -3.643 1.951 -2.118 1.1 1.7 -10.2 0.763
H -1.816 -2.498 -2.488 -0.6 -0.6 -0.8 0.413
```
Forces are in eV/Å.

For reference, DFT total energy by record: -64219.3535, -55377.4854 eV.